Record 1
{
  "formula": "C4H23CdO8",
  "method": "the ωB97M-V functional and the def2-TZVPD basis",
  "elements": ["Cd", "O", "H", "O", "H", "H", "O", "H", "H", "O", "H", "H", "O", "H", "H", "O", "H", "H", "C", "C", "O", "H", "H", "H", "H", "H", "H", "C", "C", "O", "H", "H", "H", "H", "H", "H"],
  "coordinates": [[-1.128534, -1.237497, -2.653230], [-0.547556, 0.040361, -1.128732], [-0.902417, 0.498385, -0.355662], [-0.880483, -2.982371, -1.437182], [-1.627314, -3.248891, -0.884529], [-0.201797, -3.653973, -1.293782], [-1.304398, 0.377476, -4.015146], [-1.487717, 0.499778, -4.953581], [-0.799563, 1.176724, -3.721437], [0.613991, 2.057704, -2.646319], [1.575066, 2.037527, -2.683554], [0.369609, 1.355659, -2.010974], [0.998341, -1.302534, -3.360276], [1.756298, -1.417414, -2.771967], [1.331127, -0.807258, -4.117900], [-3.193121, 1.328932, -1.334601], [-2.299572, 1.051849, -1.095652], [-3.631813, 0.534448, -1.650881], [2.579144, -1.336659, 2.577053], [1.429984, -1.471566, 1.598126], [1.521977, -0.406634, 0.625138], [3.387140, -2.042252, 2.353296], [2.296484, -1.609351, 3.593799], [3.013794, -0.342601, 2.518884], [0.485344, -1.300218, 2.141719], [1.315616, -2.445079, 1.108699], [0.736760, -0.450692, 0.055348], [-0.356039, 2.495437, 2.457957], [-1.085829, 1.258503, 2.959376], [-0.372668, 0.583804, 3.986730], [0.681258, 2.286948, 2.204513], [-0.346009, 3.249866, 3.247028], [-0.934503, 2.931395, 1.637866], [-1.314646, 0.583138, 2.118926], [-2.047421, 1.559711, 3.372984], [0.369465, 0.147346, 3.557963]],
  "atomic_forces_ev_per_a": [[0.156, 0.551, 0.400], [0.004, 0.439, 0.428], [0.095, -0.366, -0.064], [-0.420, -0.996, 0.499], [0.050, 0.002, 0.106], [0.149, 0.064, -0.221], [-0.003, 0.907, -0.838], [-0.166, -0.089, -0.002], [0.091, -0.159, 0.212], [-0.269, -0.454, -0.357], [0.020, 0.195, -0.039], [-0.036, 0.070, 0.359], [0.669, -0.264, -0.215], [-0.064, 0.031, 0.135], [-0.090, 0.041, -0.047], [-0.011, 0.023, -0.069], [-0.209, 0.068, -0.284], [-0.183, 0.053, 0.101], [0.654, -1.082, -0.223], [-0.964, 1.314, 0.082], [0.298, -0.790, 0.136], [-0.023, 0.178, -0.213], [-0.194, 0.343, 0.033], [-0.220, 0.141, 0.182], [0.073, -0.277, -0.033], [0.420, -0.072, 0.074], [0.131, 0.120, -0.086], [-0.467, 0.186, 0.468], [0.074, 0.231, -0.095], [-0.220, -0.085, -0.291], [-0.043, -0.068, -0.370], [0.070, -0.060, 0.037], [0.351, -0.038, -0.196], [0.105, -0.105, 0.079], [-0.001, -0.106, 0.131], [0.172, 0.053, 0.184]],
  "total_charge": 1,
  "fmax_ev_per_a": 1.63,
  "homo_ev": -12.230,
  "gap_ev": 6.98,
  "spin_multiplicity": 1
}



Record 2
{
  "formula": "C21H19FN6O",
  "method": "the ωB97M-V functional and the def2-TZVPD basis",
  "elements": ["F", "N", "O", "C", "C", "C", "C", "C", "C", "C", "C", "C", "C", "C", "C", "C", "C", "C", "C", "C", "C", "C", "N", "N", "N", "N", "N", "C", "C", "H", "H", "H", "H", "H", "H", "H", "H", "H", "H", "H", "H", "H", "H", "H", "H", "H", "H", "H"],
  "coordinates": [[0.784315, -3.755965, 7.297386], [-1.315775, 1.137358, -3.318957], [2.865105, -1.135972, 2.876124], [-0.699063, 1.265347, -2.161061], [-1.344683, -2.204977, -5.038195], [-0.564882, -2.880303, -4.068535], [2.372771, -3.700806, 5.476623], [0.791868, -1.870309, 5.849477], [-1.601439, -0.870455, -4.817121], [2.866633, -2.995002, 4.341938], [1.286453, -1.191238, 4.756253], [2.515722, 0.165931, 0.919506], [0.960055, -1.570758, 1.428762], [1.824946, 0.501868, -0.229083], [0.241041, -1.267643, 0.250219], [-0.110052, -2.197863, -2.950915], [1.307295, -3.112089, 6.210858], [-1.152729, -0.194974, -3.659324], [2.320232, -1.722727, 3.971054], [2.088605, -0.845908, 1.778466], [0.630806, -0.206829, -0.564341], [-0.447920, -0.874264, -2.728221], [-0.116532, 0.039877, -1.751755], [-2.593483, 5.405536, -1.020437], [-2.248205, 5.138274, -2.396333], [-2.072106, 4.234685, -0.391220], [-2.518098, 3.752744, -2.530562], [-0.697115, 2.520456, -1.370270], [-2.107079, 3.079669, -1.286436], [-1.685061, -2.746095, -5.949016], [-0.296325, -3.916634, -4.193638], [2.812850, -4.651988, 5.800111], [-0.067106, -1.538832, 6.449083], [-2.178367, -0.302155, -5.513398], [3.713048, -3.415144, 3.796448], [0.879013, -0.246099, 4.506644], [3.487012, 0.641610, 1.072828], [0.632339, -2.424243, 2.043310], [2.248336, 1.292278, -0.857467], [-0.664236, -1.802528, 0.010183], [0.561360, -2.740790, -2.287901], [-2.163746, 6.271206, -0.689521], [-2.788631, 5.711827, -3.038572], [-2.568491, 4.005221, 0.438165], [-2.017152, 3.316032, -3.300821], [-0.003886, 3.246752, -1.827642], [-0.326707, 2.355545, -0.371943], [-2.840934, 2.300375, -0.960753]],
  "atomic_forces_ev_per_a": [[0.396, 0.388, -0.774], [0.422, 0.079, 0.942], [0.246, 0.882, -0.579], [0.161, -1.495, -0.786], [0.325, -0.423, 0.177], [-0.212, 0.810, -0.031], [-0.537, 1.186, -0.089], [-0.575, -1.127, 0.947], [-0.279, 0.436, 0.047], [-0.797, 0.426, 1.000], [0.878, -0.356, -0.705], [0.734, 0.209, -0.095], [-0.631, -0.580, -0.236], [-0.928, -0.518, -0.365], [0.617, 0.677, 0.806], [0.693, -1.478, 0.316], [1.059, -0.365, -0.777], [-1.334, 0.220, -2.109], [-0.153, -2.599, 1.527], [-0.442, -0.090, -0.416], [0.897, -0.074, 0.343], [0.971, -0.722, 0.599], [-0.107, 1.598, 0.424], [-2.267, -0.367, -0.486], [2.472, 0.883, 0.086], [1.531, -0.191, 1.098], [-1.625, -1.698, -0.429], [0.486, -0.348, -0.238], [-0.116, 2.089, -0.626], [0.195, 0.651, 0.830], [0.051, -0.104, -0.046], [-0.266, 0.454, -0.228], [0.515, 0.255, -0.404], [-0.268, 0.275, -0.456], [-0.346, 0.214, -0.021], [-0.376, 0.786, -0.294], [-0.392, -0.039, 0.316], [0.171, 0.570, -0.260], [-0.421, -0.362, 0.055], [-0.014, -0.198, -0.035], [-0.217, 0.207, 0.149], [0.797, -0.792, -0.330], [-0.689, -0.567, 0.491], [-0.805, 0.359, 0.517], [0.046, 0.533, -0.016], [-0.473, -0.025, 0.108], [0.126, -0.223, 0.446], [0.475, 0.555, -0.394]],
  "fmax_ev_per_a": 3.02,
  "homo_ev": -7.022,
  "de_lowest_kcal_mol": 17.6,
  "gap_ev": 7.57,
  "spin_multiplicity": 1,
  "smiles": "Fc1ccc(Oc2ccc(-n3c(CC4NNNN4)nc4ccccc43)cc2)cc1"
}



Record 3
{
  "formula": "C7H12O",
  "method": "the ωB97M-V functional and the def2-TZVPD basis",
  "elements": ["C", "C", "C", "C", "C", "C", "O", "C", "H", "H", "H", "H", "H", "H", "H", "H", "H", "H", "H", "H"],
  "coordinates": [[1.006755, -3.485405, 1.504712], [-0.100161, -2.453399, 0.844130], [0.495359, -1.115235, 0.404729], [-0.295778, -0.105064, -0.039537], [0.181530, 1.165686, -0.689306], [-0.535360, 2.226616, -0.803892], [-1.925170, 2.123126, -0.610218], [-0.050588, 3.545361, -1.301310], [0.983825, -3.178441, 2.559099], [1.946563, -3.212615, 1.025613], [0.724411, -4.555693, 1.371935], [-0.649985, -3.035340, -0.002060], [-1.013305, -2.316516, 1.489486], [1.581232, -1.107820, 0.448409], [-1.454531, -0.193315, -0.042971], [1.265784, 1.156652, -0.902900], [-2.371447, 2.927867, -1.026289], [0.569830, 4.063719, -0.486662], [-0.914545, 4.011937, -1.614343], [0.555580, 3.537881, -2.128625]],
  "atomic_forces_ev_per_a": [[-2.323, 1.871, -0.517], [-0.931, -2.193, -0.375], [-1.766, -0.233, -0.277], [-0.777, -0.069, -0.746], [2.417, -3.896, 1.909], [-2.192, 1.505, -1.353], [-0.029, 1.893, -0.575], [0.973, -0.296, 3.398], [0.567, -0.551, -0.167], [0.128, -0.462, 0.216], [0.312, 0.949, 0.105], [1.382, 1.143, 0.739], [1.195, 0.072, 0.015], [-0.043, 0.518, -0.306], [2.168, -0.158, 0.225], [-0.681, 0.456, 0.118], [0.986, -1.678, 0.988], [-1.382, -0.292, -1.064], [-1.641, 2.071, -0.312], [1.638, -0.650, -2.019]],
  "fmax_ev_per_a": 4.97,
  "homo_ev": -7.920,
  "de_lowest_kcal_mol": 47.3,
  "gap_ev": 8.71,
  "spin_multiplicity": 1,
  "smiles": "CC/C=C/C=C(/C)O"
}



Record 4
{
  "formula": "C12H29BeBr2CaFIKNaO8PS",
  "method": "the ωB97M-V functional and the def2-TZVPD basis",
  "elements": ["C", "C", "C", "C", "O", "C", "O", "P", "C", "S", "C", "C", "O", "C", "I", "H", "H", "H", "H", "H", "H", "H", "H", "H", "H", "H", "H", "H", "H", "H", "H", "H", "H", "H", "H", "H", "K", "Be", "C", "O", "O", "O", "H", "Br", "O", "H", "H", "Na", "Br", "F", "Ca", "C", "C", "O", "H", "H", "H", "H", "H"],
  "coordinates": [[-2.073821, -2.376569, 2.473779], [-1.685248, -0.898152, 2.432192], [-0.519672, -0.726218, 1.440856], [-0.168400, 0.749117, 1.384912], [0.773687, 1.007079, 0.296578], [2.114765, 0.782781, 0.748333], [2.529340, -0.497409, 0.615078], [4.091518, -0.591073, -0.117719], [3.433657, -1.906754, -1.370904], [2.828189, -1.144099, -2.895092], [1.106419, -1.011642, -2.827418], [0.655395, 0.457027, -3.013484], [3.785734, 0.776902, -1.111295], [3.087503, 1.607161, -0.261179], [4.081413, 3.316329, 0.605758], [-1.214853, -3.011948, 2.293413], [-2.817756, -2.625087, 1.730848], [-2.502180, -2.590875, 3.444555], [-2.482975, -0.261541, 2.065377], [-1.330783, -0.555311, 3.398676], [-0.862403, -1.032779, 0.453207], [0.335636, -1.329663, 1.722012], [-1.082508, 1.274225, 1.122428], [0.155016, 1.151377, 2.338627], [2.354434, 1.191223, 1.727281], [4.489161, -1.706414, 0.709749], [5.342528, -0.681480, -0.787919], [4.662129, 0.327255, 0.857670], [2.696426, -2.497005, -0.838657], [4.239551, -2.561728, -1.682734], [0.572617, -1.619221, -3.820247], [0.763730, -1.476375, -1.911294], [0.345701, 0.645121, -4.055066], [-0.141302, 0.665871, -2.267905], [1.482663, 1.083769, -2.721365], [2.395719, 2.092140, -0.960806], [6.776277, 0.016779, -0.900773], [0.550112, 2.798267, -0.047478], [4.876227, 7.750169, 1.036120], [5.895519, 6.987130, 1.044102], [3.691955, 7.023878, 0.666970], [4.750834, 8.922987, 1.309712], [4.175887, 6.202175, 0.530540], [3.708275, 5.824444, 2.846180], [-5.594637, -1.135852, -0.597965], [-5.725478, -0.202040, -0.793531], [-5.512441, -1.555946, -1.461353], [-1.929686, 0.472103, -3.374151], [-0.024215, -3.006132, -4.630720], [4.276400, 0.703352, -3.543057], [5.606880, 4.617378, 4.054528], [-7.646600, -3.701616, 0.295831], [-9.129507, -4.170750, 0.352248], [-9.595152, -4.289506, -0.891501], [-7.556868, -2.734122, -0.192707], [-7.248540, -3.598242, 1.313819], [-7.019555, -4.420986, -0.232327], [-9.643482, -3.437076, 1.017048], [-9.123237, -5.092429, 0.980223]],
  "atomic_forces_ev_per_a": [[-0.353, 0.506, 0.383], [1.108, -0.647, -0.952], [-0.394, 0.684, 0.409], [-0.938, -1.042, -0.615], [0.538, 0.600, 1.474], [3.037, 1.027, -1.422], [-0.528, -0.304, 0.100], [1.151, -2.116, -0.238], [-0.910, 0.575, -0.746], [0.810, -0.599, -0.781], [0.633, 0.790, 0.666], [-0.547, -0.714, 0.340], [-0.617, -0.034, 2.525], [-1.959, 0.358, -1.903], [0.170, -0.490, 0.073], [0.199, -0.141, 0.178], [-0.219, 0.008, -0.278], [-0.088, -0.372, 0.154], [-0.406, 0.051, 0.338], [-0.228, 0.115, 0.293], [0.125, -0.136, -0.170], [0.148, -0.145, 0.022], [-0.019, 0.367, -0.152], [0.482, 0.091, 0.025], [-0.999, -0.049, 0.483], [-0.357, 0.011, 0.075], [-4.598, -2.271, 0.612], [0.130, -0.082, 0.143], [-0.405, 0.008, -0.127], [0.293, 0.024, 0.004], [0.889, -0.165, 0.874], [-0.375, 0.047, 0.160], [0.239, 0.227, 0.239], [0.412, 0.099, -0.220], [0.032, 0.663, -0.338], [0.104, 0.702, 0.278], [5.088, 2.922, -1.000], [-0.563, 0.083, -0.409], [0.268, -0.253, -0.188], [0.047, -0.104, 0.198], [0.894, 1.018, -1.109], [-0.128, 0.364, 0.128], [-0.519, -0.325, -0.645], [0.025, -1.250, 2.955], [0.432, 0.249, -0.188], [-0.168, -0.034, 0.076], [-0.214, -0.150, 0.098], [-0.065, -0.165, -0.160], [-0.827, -0.326, -0.603], [-0.112, -0.571, 0.147], [-0.742, 0.923, -1.204], [0.394, 0.091, 0.411], [0.365, 0.078, 0.346], [-0.246, -0.069, 0.128], [-0.155, -0.007, -0.072], [-0.059, -0.005, 0.007], [-0.159, -0.086, -0.096], [-0.130, 0.239, -0.358], [0.015, -0.266, -0.372]],
  "fmax_ev_per_a": 5.95,
  "homo_ev": -5.225,
  "de_lowest_kcal_mol": 0.0,
  "gap_ev": 1.18,
  "spin_multiplicity": 1
}